# 1
Computed, not measured: C26H43Cl3N3O3SiY as an isolated structure at a distorted geometry, with the ωB97M-V functional and the def2-TZVPD basis.

frontier orbital gap: 5.418 eV
net charge: 0
relative energy (zero: lowest compared OMol25 entry of this formula, charge and spin): 90.4 kcal per mole
E_HOMO: -0.19703 Eh

Last column: Löwdin charge in e.
Atoms and positions in Å:
1 C -1.47 -2.17 -4.52  -0.062
2 C -1.20 -3.02 -3.31  -0.281
3 H -1.85 -2.72 -5.38  0.072
4 H -0.54 -1.63 -4.78  0.077
5 H -2.18 -1.37 -4.24  0.078
6 C -0.69 -4.26 -3.35  -0.173
7 C -0.29 -4.91 -4.62  -0.147
8 H -0.42 -4.79 -2.44  0.080
9 H 0.21 -4.22 -5.33  0.068
10 H -1.16 -5.33 -5.14  0.067
11 H 0.41 -5.74 -4.42  0.057
12 Y 0.92 1.32 -0.40  0.851
13 Cl -1.83 1.09 -0.24  -0.010
14 Cl 2.90 2.62 -1.25  -0.105
15 H 1.33 5.04 3.55  0.098
16 H -0.95 6.10 3.05  0.098
17 C 1.38 4.68 2.52  0.002
18 C -0.86 5.77 2.01  -0.018
19 N 0.02 4.62 1.98  -0.160
20 H 1.82 3.69 2.48  0.091
21 C -0.29 3.54 1.31  -0.260
22 O 0.59 2.60 1.26  -0.262
23 H -1.82 5.44 1.61  0.098
24 H -1.27 3.44 0.80  0.107
25 H 1.99 5.36 1.92  0.108
26 H -0.45 6.57 1.38  0.103
27 H 1.76 -1.21 -3.44  0.068
28 H 2.60 -4.02 -2.52  0.097
29 C 2.79 -1.10 -3.05  -0.032
30 C 3.44 -3.36 -2.23  -0.026
31 N 2.99 -2.01 -1.93  -0.139
32 H 2.95 -0.06 -2.73  0.053
33 C 2.63 -1.67 -0.70  -0.255
34 O 2.07 -0.57 -0.44  -0.214
35 H 3.94 -3.81 -1.35  0.095
36 H 2.85 -2.40 0.09  0.151
37 H 3.51 -1.37 -3.83  0.092
38 H 4.15 -3.32 -3.07  0.096
39 O -0.26 -1.50 -2.57  -0.351
40 C -1.24 -2.23 -2.00  -0.436
41 C 0.18 -3.58 -0.33  -0.075
42 C -1.01 -2.92 -0.65  -0.158
43 H 0.98 -3.59 -1.07  0.084
44 C 0.32 -4.24 0.90  -0.090
45 H -2.22 -1.73 -1.97  0.114
46 C -2.04 -2.87 0.30  -0.043
47 H 1.24 -4.79 1.12  0.098
48 C -0.75 -4.25 1.81  -0.107
49 C -1.93 -3.55 1.51  -0.086
50 H -2.94 -2.30 0.05  0.110
51 H -0.66 -4.81 2.74  0.098
52 H -2.76 -3.57 2.21  0.104
53 Si -0.66 2.92 -3.77  0.336
54 Cl 0.28 1.08 -2.81  0.393
55 C 0.90 3.93 -4.03  -0.234
56 C -1.78 3.73 -2.52  -0.221
57 C -1.48 2.59 -5.40  -0.195
58 H 1.62 3.84 -3.19  -0.039
59 H 0.56 4.97 -4.15  0.037
60 H 1.40 3.59 -4.95  0.041
61 H -0.77 2.13 -6.10  0.041
62 H -1.75 3.60 -5.77  0.046
63 H -2.40 1.98 -5.34  0.045
64 H -2.14 3.04 -1.74  -0.060
65 H -2.65 4.17 -3.05  0.042
66 H -1.19 4.54 -2.07  0.032
67 N 0.32 -0.66 1.62  0.054
68 C -0.30 -0.61 2.89  -0.308
69 C 0.14 -1.42 3.95  -0.045
70 C -0.52 -1.37 5.17  -0.096
71 C -1.59 -0.48 5.37  -0.104
72 C -2.01 0.34 4.31  -0.087
73 C -1.39 0.25 3.07  -0.062
74 H -0.20 -1.23 0.95  0.056
75 H 1.26 -1.05 1.66  0.075
76 H 0.97 -2.10 3.78  0.109
77 H -0.20 -2.02 5.99  0.100
78 H -2.09 -0.43 6.34  0.098
79 H -2.84 1.05 4.46  0.102
80 H -1.74 0.83 2.21  0.020



# 2
Computed, not measured: C26H43F5P2Tl as an isolated structure at a distorted geometry, with the ωB97M-V functional and the def2-TZVPD basis.

frontier orbital gap (alpha / beta): 5.931 / 5.896 eV
net charge: +1
relative energy (zero: lowest compared OMol25 entry of this formula, charge and spin): 0.0 kcal per mole
E_HOMO (alpha / beta): -0.33994 / -0.33662 Eh

Last column: Löwdin charge in e.
Atoms and positions in Å:
1 Tl -0.62 0.11 0.81  0.820
2 C -0.46 -2.69 3.27  -0.245
3 C 0.89 -2.73 2.81  -0.198
4 C 0.76 -1.18 4.50  -0.193
5 C -0.53 -1.75 4.33  -0.193
6 C 1.64 -1.80 3.58  -0.220
7 C -1.59 -3.49 2.75  -0.059
8 H -1.30 -4.07 1.86  0.066
9 H -2.44 -2.85 2.49  0.075
10 H -1.94 -4.20 3.51  0.091
11 C -1.74 -1.41 5.12  -0.011
12 H -2.57 -2.07 4.85  0.084
13 H -2.05 -0.38 4.93  0.075
14 H -1.53 -1.51 6.19  0.099
15 C 1.08 -0.14 5.50  -0.020
16 H 0.87 -0.49 6.53  0.098
17 H 0.48 0.77 5.34  0.087
18 H 2.13 0.14 5.44  0.077
19 C 3.10 -1.53 3.49  -0.053
20 H 3.64 -1.99 4.33  0.094
21 H 3.30 -0.45 3.51  0.072
22 H 3.51 -1.94 2.56  0.062
23 C 1.44 -3.62 1.77  -0.027
24 H 1.88 -4.54 2.20  0.109
25 H 2.24 -3.12 1.19  0.075
26 H 0.66 -3.93 1.06  0.070
27 C -1.75 1.24 -4.07  -0.177
28 C -1.84 -0.17 -3.74  -0.366
29 C -1.09 -1.18 -4.69  -0.158
30 C 0.39 -0.91 -5.01  -0.182
31 C 1.15 -0.27 -3.89  -0.128
32 C 1.34 1.06 -3.86  -0.139
33 C 0.65 2.08 -4.74  -0.147
34 C -0.86 1.78 -5.12  -0.173
35 H -1.68 -1.13 -5.63  0.130
36 H 0.47 -0.34 -5.96  0.116
37 H -1.20 -2.23 -4.34  0.116
38 H -0.90 1.19 -6.05  0.113
39 H -2.49 1.94 -3.65  0.122
40 H -2.83 -0.66 -3.64  0.124
41 H -1.30 2.76 -5.38  0.123
42 H 0.69 3.08 -4.25  0.120
43 H 2.14 1.46 -3.22  0.097
44 H 1.22 2.21 -5.67  0.131
45 H 0.87 -1.87 -5.24  0.127
46 H 1.76 -0.94 -3.29  0.107
47 P -1.53 0.22 -1.91  0.902
48 P 1.71 1.45 0.24  0.774
49 C -0.53 1.83 -1.68  -0.314
50 C 0.65 2.45 -0.90  -0.372
51 H -1.22 2.66 -1.89  0.109
52 H -0.03 1.66 -2.63  -0.002
53 H 1.38 2.84 -1.64  0.086
54 H 0.29 3.33 -0.34  0.088
55 C 2.67 2.72 1.10  -0.239
56 H 3.37 2.21 1.77  0.057
57 H 1.99 3.33 1.71  0.044
58 H 3.20 3.34 0.38  0.060
59 C 2.90 0.47 -0.72  -0.249
60 H 3.52 1.12 -1.35  0.055
61 H 2.40 -0.30 -1.34  0.021
62 H 3.54 -0.05 0.02  0.053
63 C -3.30 0.46 -1.45  -0.171
64 H -3.64 -0.32 -0.75  0.068
65 H -3.94 0.37 -2.34  0.064
66 H -3.52 1.46 -1.02  0.080
67 C -0.76 -1.43 -1.68  -0.272
68 H 0.02 -1.52 -0.90  -0.027
69 H -0.21 -1.66 -2.60  0.022
70 H -1.57 -2.16 -1.54  0.090
71 F -1.51 3.05 0.98  -0.034
72 C -1.16 2.24 2.06  -0.468
73 F -0.03 2.79 2.62  -0.014
74 C -2.30 2.31 3.07  -0.563
75 F -2.72 3.57 3.31  0.144
76 F -3.38 1.59 2.66  0.107
77 F -1.88 1.80 4.26  0.110



# 3
Computed, not measured: C26H43MnN8OS2Si as an isolated structure, with the ωB97M-V functional and the def2-TZVPD basis.

frontier orbital gap (alpha / beta): 6.221 / 7.137 eV
net charge: -1
relative energy (zero: lowest compared OMol25 entry of this formula, charge and spin): 0.0 kcal per mole
E_HOMO (alpha / beta): -0.13397 / -0.16793 Eh
2S+1: 6

Last column: Löwdin charge in e.
Atoms and positions in Å:
1 Mn -0.40 0.05 -0.80  0.603
2 C 4.53 -3.39 1.26  -0.103
3 C 4.79 -2.15 0.42  -0.278
4 N 3.83 -1.97 -0.65  -0.051
5 C 2.60 -1.39 -0.46  -0.829
6 S 1.78 -0.85 -1.85  0.614
7 N 2.21 -1.34 0.80  -0.008
8 N 1.03 -0.70 0.99  -0.014
9 C 0.58 -0.74 2.20  -0.284
10 C 1.27 -1.51 3.28  -0.042
11 C -0.66 0.04 2.47  -0.204
12 C -1.34 0.01 3.69  -0.031
13 C -2.46 0.81 3.85  -0.084
14 C -2.88 1.62 2.81  -0.053
15 C -2.14 1.59 1.63  -0.123
16 N -1.07 0.83 1.47  0.089
17 H 5.32 -3.51 2.00  0.063
18 H 4.52 -4.28 0.63  0.069
19 H 3.57 -3.31 1.77  0.043
20 H 5.77 -2.25 -0.06  0.105
21 H 4.81 -1.26 1.06  0.105
22 H 4.20 -1.78 -1.57  0.086
23 H 1.65 -2.44 2.87  0.058
24 H 0.61 -1.73 4.12  0.050
25 H 2.13 -0.95 3.66  0.087
26 H -1.01 -0.63 4.50  0.097
27 H -3.00 0.78 4.79  0.104
28 H -3.75 2.25 2.89  0.101
29 H -2.43 2.19 0.77  0.106
30 C -1.68 -5.35 2.53  -0.081
31 C -1.32 -3.88 2.69  -0.279
32 N -2.39 -2.98 2.28  -0.130
33 C -3.43 -2.68 3.26  -0.225
34 C -4.73 -3.42 3.02  -0.077
35 C -2.44 -2.46 1.03  -0.752
36 S -1.33 -2.96 -0.16  0.686
37 N -3.50 -1.63 0.83  0.103
38 C -3.49 -0.69 -0.10  -0.469
39 O -2.50 -0.21 -0.70  -0.156
40 C -4.83 -0.09 -0.42  -0.121
41 C -5.97 -0.38 0.33  -0.030
42 C -7.19 0.20 0.00  -0.094
43 C -7.28 1.06 -1.08  -0.105
44 C -6.16 1.35 -1.84  -0.081
45 C -4.94 0.78 -1.51  -0.026
46 H -0.87 -5.99 2.90  0.070
47 H -1.85 -5.58 1.48  0.062
48 H -2.59 -5.60 3.09  0.057
49 H -0.44 -3.66 2.09  0.057
50 H -1.09 -3.66 3.74  0.106
51 H -3.60 -1.60 3.27  0.091
52 H -3.02 -2.96 4.24  0.112
53 H -5.16 -3.13 2.06  0.053
54 H -5.45 -3.19 3.81  0.069
55 H -4.58 -4.50 3.01  0.058
56 H -5.87 -1.05 1.17  0.094
57 H -8.06 -0.03 0.60  0.094
58 H -8.24 1.51 -1.33  0.093
59 H -6.22 2.03 -2.68  0.100
60 H -4.04 1.01 -2.07  0.091
61 C -1.79 1.98 -4.08  -0.201
62 Si -1.16 3.08 -2.67  0.365
63 C -0.25 4.49 -3.55  -0.210
64 C -2.68 3.89 -1.87  -0.195
65 C -0.18 2.17 -1.43  -0.358
66 H -2.28 2.56 -4.86  0.020
67 H -2.49 1.22 -3.74  -0.002
68 H -0.94 1.46 -4.54  0.023
69 H -0.89 5.01 -4.27  0.012
70 H 0.62 4.10 -4.10  0.017
71 H 0.13 5.22 -2.83  0.015
72 H -3.30 4.39 -2.62  0.019
73 H -2.34 4.65 -1.16  0.021
74 H -3.30 3.18 -1.34  -0.004
75 H -0.25 2.71 -0.47  -0.036
76 H 0.89 2.19 -1.70  -0.039
77 N -0.64 -2.44 -3.40  -0.090
78 N -1.22 -1.19 -3.00  -0.108
79 H -1.36 -3.13 -3.54  0.051
80 H -0.06 -2.74 -2.62  -0.031
81 H -2.16 -1.30 -2.63  0.046
82 H -1.23 -0.57 -3.79  0.038